(1)
115
Properties=species:S:1:pos:R:3:lowdin_charge:R:1 method="wB97M-V/def2-TZVPD" total_energy_ev=-120657.004 charge=+1 homo_ev=-10.57 largest_force_ev_per_a=13.7
C 0.1881 1.8158 -0.8957 0.02
C 0.0801 0.7438 0.2163 -0.28
O 0.6281 0.8588 1.2693 0.15
N -0.8469 -0.5402 -0.1747 0.04
H -1.1079 -0.9082 0.7933 0.15
H -1.6489 -0.3692 -0.8947 0.06
C -0.0449 -1.6022 -0.8237 -0.03
H 1.0141 2.5758 -0.8787 0.10
H -0.7469 2.3408 -1.1677 0.09
H 0.4241 1.2788 -1.6707 -0.01
H 0.5711 -2.3142 -0.0587 0.16
H 0.5691 -1.1822 -1.7177 0.14
H -0.6579 -2.2832 -1.0927 -0.03
C -3.4749 2.2568 -4.4507 0.09
C -3.3809 0.8518 -5.0867 -0.28
O -4.1399 0.4798 -6.0117 0.11
N -2.5109 -0.2062 -4.4447 0.00
H -1.5769 0.2158 -4.4527 0.17
H -2.6279 -0.1872 -3.3277 0.09
C -2.6379 -1.5632 -4.8717 0.01
H -3.7559 2.3138 -3.6127 -0.04
H -4.0029 2.8688 -5.1817 0.13
H -2.4429 2.3318 -4.4467 0.08
H -1.8989 -2.1802 -4.5267 0.09
H -2.5929 -1.5982 -5.9137 0.10
H -3.5359 -1.7262 -4.4147 0.09
O -2.4989 0.3218 -1.9147 -0.32
H -2.7809 1.2678 -1.9657 0.01
F 2.8321 -4.2072 1.2393 0.06
C 3.5881 -3.1442 0.9973 -0.26
C 3.3141 -1.7872 1.3683 -0.03
C 4.1851 -0.7272 1.0683 -0.07
C 5.3221 -0.9652 0.2773 -0.10
C 5.6411 -2.2712 0.0133 -0.14
C 4.8611 -3.3772 0.2973 0.00
H 2.3621 -1.5712 1.8073 0.09
H 3.8031 0.2148 1.3103 0.07
H 6.1941 -0.2322 -0.0257 0.15
H 6.6121 -2.3792 -0.4567 0.10
H 4.9301 -4.5092 0.0843 0.14
C -5.8739 -2.9192 0.5943 -0.10
C -5.1789 -2.6572 -0.7957 -0.18
C -3.7619 -2.9152 -0.7557 -0.24
S -3.3389 -3.3032 0.9043 0.64
O -2.1549 -2.5702 1.2343 -0.31
O -3.2779 -4.7082 0.8963 -0.26
C -4.7159 -2.7232 1.6603 -0.21
H -6.1079 -3.8902 0.5633 0.07
H -6.7079 -2.4652 0.8883 0.08
H -5.3159 -1.5932 -0.9117 0.12
H -5.7899 -3.1892 -1.3787 0.08
H -3.1569 -2.0462 -0.9287 0.07
H -3.2529 -3.6592 -1.3617 0.11
H -4.8679 -1.7722 1.9473 0.08
H -4.9659 -3.1372 2.5733 0.10
C -0.4109 -8.5202 -0.1617 -0.17
C 0.4601 -8.3662 -1.3397 -0.35
C 0.1711 -7.2222 -2.0977 -0.28
S -0.1209 -6.0472 -0.8497 0.60
O -0.9469 -4.9572 -1.2557 -0.33
O 1.1681 -5.7362 -0.3737 -0.28
C -0.8749 -7.0442 0.4183 -0.15
H 0.2631 -9.2872 0.5353 0.19
H -1.2549 -8.9942 -0.2937 0.03
H 0.3341 -9.4552 -1.8067 0.18
H 1.4381 -8.3632 -1.0547 0.08
H -0.8189 -7.4772 -2.6917 0.16
H 0.8461 -6.9612 -2.9477 0.14
H -2.0499 -7.0172 0.4083 0.13
H -0.4959 -6.6292 1.3043 0.08
C 1.0661 6.9038 1.4323 -0.16
C 1.0371 5.3198 1.5153 -0.19
C -0.3089 4.8488 1.3783 -0.26
S -1.3919 6.0598 2.0293 0.63
O -1.5619 5.6038 3.3923 -0.31
O -2.4669 6.1528 1.1513 -0.28
C -0.2809 7.4308 1.9333 -0.24
H 1.3451 7.2948 0.4583 0.11
H 1.7791 7.0758 2.1763 0.09
H 1.3741 5.0818 2.3523 0.04
H 1.7391 4.9428 0.8473 0.10
H -0.5379 3.8828 1.8313 0.11
H -0.4999 4.8438 0.3843 0.07
H -0.1769 8.1188 2.8853 0.15
H -0.6069 8.2838 1.1713 0.14
C 3.8251 4.1298 -3.0817 -0.14
C 4.3021 2.6998 -3.3837 -0.34
C 4.3251 1.8868 -2.3587 -0.25
S 4.7711 2.9598 -0.9387 0.66
O 6.1201 2.7998 -0.6727 -0.28
O 3.7921 2.6598 0.1243 -0.35
C 4.4961 4.5368 -1.7037 -0.18
H 2.8311 3.9398 -2.8557 0.08
H 4.0061 4.7308 -3.9007 0.10
H 5.0841 2.6058 -3.9847 0.09
H 3.5921 2.4478 -4.1737 0.14
H 4.8681 0.9678 -2.4877 0.13
H 3.3051 1.7038 -2.1327 0.09
H 5.5201 4.6948 -2.0837 0.11
H 3.9071 5.2358 -1.0547 0.12
C -0.7349 1.5478 4.4183 -0.20
C -1.2639 2.0588 5.7413 -0.37
C -0.6629 3.1388 6.2173 -0.34
S 1.0781 2.8818 5.8883 0.71
O 1.5651 2.1678 7.0783 -0.33
O 1.6461 4.1628 5.4523 -0.34
C 0.7791 1.8418 4.4553 -0.24
H -1.2359 2.0638 3.4633 0.15
H -1.0289 0.4718 4.4793 0.12
H -1.1579 1.3058 6.6333 0.17
H -2.2599 2.2808 5.4923 0.11
H -0.9589 3.5608 7.4083 0.21
H -1.0409 4.0938 5.7543 0.11
H 1.5431 0.8718 4.4703 0.18
H 1.0321 2.4358 3.6113 0.05

=====

(2)
8
Properties=species:S:1:pos:R:3:nbo_charge:R:1 method="wB97M-V/def2-TZVPD" total_energy_ev=-10285.289 relative_energy_ev=11.8862 homo_ev="-9.72 / -9.47" largest_force_ev_per_a=2.3
C 1.9613 -1.2115 -1.5099 -0.28
C 1.3794 -0.3364 -0.8804 0.33
O -1.9350 1.1808 1.7629 -0.47
O 0.5011 0.4861 -0.6155 -0.33
O -1.4641 0.1074 0.8803 0.08
O -0.1951 0.0568 0.9140 -0.02
H 2.6228 -1.6957 -2.1086 0.22
H -2.8704 1.4126 1.5573 0.47

=====

(3)
9
Properties=species:S:1:pos:R:3:nbo_charge:R:1 method="wB97M-V/def2-TZVPD" total_energy_ev=-13937.838 relative_energy_ev=7.4979 charge=+1 homo_ev="-14.21 / -14.40" multiplicity=2 largest_force_ev_per_a=3.2
H 1.7811 1.1432 -0.9040 0.29
O 0.2638 0.8591 0.5199 -0.42
O -0.6062 -0.9227 -0.6706 -0.50
C 0.7387 0.8466 -0.8023 -0.02
C 0.1807 -0.2503 -1.4596 0.08
C -0.6114 -0.0740 0.7610 0.60
H -0.1816 0.8652 -2.0557 0.32
F -1.1493 0.1080 2.7428 -0.33
Ag -0.4157 -2.5749 1.8686 0.98

=====

(4)
8
Properties=species:S:1:pos:R:3:nbo_charge:R:1 method="wB97M-V/def2-TZVPD" total_energy_ev=-9719.113 relative_energy_ev=2.9276 homo_ev="-9.36 / -9.73" largest_force_ev_per_a=2.6
N 0.0186 1.1239 -0.0145 -0.11
O -1.6210 -0.4092 0.4563 -0.49
O 1.4145 -0.9376 -0.2072 -0.39
O -0.7815 0.2859 -0.5241 -0.06
O 1.6389 0.1679 0.4989 -0.23
H -0.3167 1.5863 0.8783 0.35
H -1.9370 -1.2565 0.0362 0.48
H 1.5841 -0.5607 -1.1239 0.45